DFT (the ωB97M-V functional and the def2-TZVPD basis) results for a molecular structure, C53H49KN11O4Se at a distorted geometry.

Output
Gap between HOMO and LUMO = 5.63 eV
Max |F| = 2.27 eV/A
E_tot = -5953.7562 hartree
Energy relative to the best compared isomer or geometry (same formula, charge and spin) = 8.68 kJ/mol

```
! wB97M-V def2-TZVPD RIJCOSX def2/J DEFGRID3
* xyz -1 1
K -1.3309 0.3212 0.4178
C -3.5463 -0.4365 6.7172
C -3.8639 -0.0721 5.3112
C -4.1828 1.1775 4.8787
C -4.5202 1.4791 3.5229
C -4.6922 2.8054 3.1673
N -4.8692 3.1762 1.9094
C -4.5869 4.5241 1.4278
C -3.3062 4.4871 0.5960
C -3.2706 3.4662 -0.5530
N -4.2214 3.8219 -1.6692
C -4.3278 3.3526 -2.8942
C -3.8003 2.2287 -3.5588
C -4.0412 2.2743 -4.9755
C -3.5660 1.3300 -5.8363
C -3.7572 1.4202 -7.3180
C -2.8520 0.2018 -5.2604
C -2.6308 0.0857 -3.9139
C -1.8338 -1.0276 -3.3198
N -2.1916 -1.9824 -2.5784
C -3.6447 -2.0841 -2.2071
C -3.9030 -3.2942 -1.2669
C -3.2266 -3.1679 0.0850
N -3.5970 -1.9541 0.7962
C -3.7683 -2.0047 2.0710
C -4.0401 -0.8592 2.9613
C -3.8214 -1.1030 4.3036
C -4.4625 0.4522 2.4873
O -4.7406 0.6688 1.2637
C -3.1010 1.0951 -2.9683
O -2.8783 0.9451 -1.7672
H -3.8762 0.3176 7.4246
H -2.4399 -0.5410 6.8791
H -4.0328 -1.3687 6.9576
H -4.2321 1.9869 5.5987
H -4.4346 3.5812 3.9115
H -5.0159 2.3925 1.2780
H -4.4863 5.1694 2.2975
H -5.4418 4.8145 0.7742
H -2.5036 4.1676 1.2101
H -3.0999 5.5166 0.2506
H -3.4970 2.4879 -0.2363
H -2.2527 3.4394 -0.8936
H -4.7555 4.6586 -1.5160
H -4.9327 4.0146 -3.5140
H -4.5927 3.0997 -5.3857
H -4.4816 2.2035 -7.5850
H -4.1610 0.4905 -7.6973
H -2.8590 1.6926 -7.8461
H -2.4481 -0.5507 -5.9115
H -0.7722 -1.0515 -3.5956
H -4.2918 -2.2530 -3.0577
H -3.9419 -1.1726 -1.7047
H -3.5506 -4.2095 -1.7812
H -5.0123 -3.3525 -1.1898
H -2.1849 -3.0835 -0.1356
H -3.4059 -4.0887 0.6760
H -3.7227 -2.9879 2.5738
H -3.6932 -2.1048 4.6107
C 5.9888 -2.0999 -0.4620
O 6.5467 -2.0650 -1.7766
C 6.0225 -1.1366 -2.6307
C 5.6794 0.1615 -2.2563
C 5.1412 1.0205 -3.2034
C 4.8741 0.5470 -4.4845
C 5.2605 -0.7216 -4.8600
C 5.8277 -1.5555 -3.9434
N 4.3284 1.3457 -5.5230
N 3.3330 2.1000 -5.3946
C 2.4056 2.0688 -4.2951
C 2.0205 3.2980 -3.8348
C 1.2735 3.4628 -2.7095
C 0.8307 2.3413 -1.9384
O 0.0039 2.4353 -0.9846
C 1.3404 1.0098 -2.3486
N 0.9275 -0.0370 -1.5802
C 1.2394 -1.2581 -2.0308
C 1.8998 -1.5332 -3.2467
C 2.2334 -0.4553 -4.0534
C 1.9916 0.8663 -3.5928
H 6.1950 -3.1016 -0.0782
H 4.8963 -2.0179 -0.5561
H 6.4049 -1.2915 0.1531
H 5.8201 0.4184 -1.2163
H 4.8831 2.0150 -2.8626
H 5.1143 -1.0570 -5.8776
H 6.1352 -2.5464 -4.2372
H 2.3941 4.1344 -4.4141
H 0.9666 4.4489 -2.3756
H 0.8584 -2.0450 -1.4016
H 1.9945 -2.5420 -3.6693
H 2.6389 -0.6196 -5.0773
Se -1.8526 4.8607 4.2955
C -1.4259 3.2929 3.4016
N -1.1825 2.2739 2.8788
N 5.1032 -1.9288 3.9857
C 5.9615 -2.4828 4.9157
C 7.2750 -2.1884 5.3127
C 7.7919 -2.9598 6.3033
C 7.0459 -3.9626 6.9426
C 5.7655 -4.2664 6.5526
C 5.2356 -3.5273 5.4972
N 3.9662 -3.5887 4.9419
C 3.9244 -2.6178 4.0888
C 2.8068 -2.2299 3.2098
C 1.5462 -2.8474 3.3357
C 0.5046 -2.4098 2.5038
N 0.6669 -1.4864 1.5691
C 1.8758 -0.8931 1.4589
C 2.9351 -1.2035 2.2639
H 5.2940 -1.1404 3.4093
H 7.8900 -1.4458 4.7680
H 8.8035 -2.7682 6.6474
H 7.4941 -4.5154 7.7459
H 5.1400 -5.0160 7.0259
H 1.4141 -3.6089 4.0895
H -0.5303 -2.7574 2.5473
H 1.9109 -0.1071 0.7084
H 3.8635 -0.6627 2.1411
*
```

Löwdin population analysis, charges in e, atoms 1 to 5: 0.623 -0.069 -0.277 0.005 -0.140

=====

DFT (the ωB97M-V functional and the def2-TZVPD basis) results for a molecular structure, C53H50MnN7O3P2S2 at a distorted geometry.

Output
Gap between HOMO and LUMO (spin up / spin down) = 6.38 / 6.33 eV
Max |F| = 3.17 eV/A
E_tot = -5288.6182 hartree

```
! wB97M-V def2-TZVPD RIJCOSX def2/J DEFGRID3
* xyz 1 6
Mn 1.1675 -0.5421 1.8576
N 0.1828 2.8838 4.6435
C -0.2239 4.0841 4.0613
C -0.2501 5.2617 4.8201
C -0.6542 6.4219 4.2459
C -1.0172 6.4865 2.8945
C -0.9629 5.3228 2.1217
C -0.4937 4.1165 2.6580
S -0.4929 2.7549 1.6176
N 0.1919 1.5530 2.6703
C 0.3662 1.6852 3.9580
C 0.9426 0.6096 4.7614
C 0.8574 0.5552 6.1676
C 1.5703 -0.4410 6.8371
C 2.3401 -1.3758 6.1083
C 2.3427 -1.2845 4.7192
N 1.5828 -0.4047 4.0595
H 0.7125 2.9395 5.4917
H -0.0088 5.1436 5.8928
H -0.7096 7.2916 4.8640
H -1.4204 7.3759 2.4710
H -1.3485 5.3024 1.0716
H 0.1973 1.2778 6.6834
H 1.5288 -0.5253 7.9064
H 2.9022 -2.1258 6.6090
H 2.9617 -1.9198 4.0837
O 0.5258 -7.5432 0.6755
C 1.6410 -6.9678 -0.0865
C 1.6046 -5.4945 0.1978
C 2.5562 -4.5325 -0.1888
C 2.3209 -3.1918 0.0735
N 1.3045 -2.6984 0.7790
C 0.3870 -3.6137 1.1774
C 0.4718 -4.9753 0.8359
C -0.7436 -3.1242 1.9081
C -1.7398 -4.0149 2.3181
C -2.7994 -3.6371 3.1201
C -3.7184 -4.6206 3.7506
O -3.7468 -5.8162 2.9820
C -2.8829 -2.2457 3.3308
C -1.9579 -1.3765 2.7757
N -0.8331 -1.7964 2.1393
H 0.5648 -8.5309 0.5883
H 1.4417 -7.1433 -1.1677
H 2.6119 -7.4119 0.2257
H 3.5137 -4.7997 -0.6395
H 3.0450 -2.4528 -0.2976
H -0.2675 -5.6219 1.2550
H -1.6203 -5.0667 2.0841
H -4.7396 -4.1902 3.7680
H -3.4340 -4.7217 4.7952
H -3.6190 -6.5915 3.5571
H -3.6654 -1.8095 3.9472
H -2.1030 -0.2716 2.7684
C -1.0857 2.3182 -6.8688
S -2.3564 2.7150 -5.6596
C -1.5026 3.7004 -4.3613
C -1.1181 2.9803 -3.0648
C -0.2162 1.7412 -3.2693
N -0.0395 0.9846 -2.0198
P -1.1602 -0.3161 -1.6327
C -1.3188 -1.3053 -3.1219
C -0.6621 -2.5135 -3.3102
C -0.9827 -3.3291 -4.3928
C -1.8640 -2.9184 -5.3705
C -2.5143 -1.6934 -5.2339
C -2.2541 -0.8913 -4.1133
C -2.8947 0.1904 -1.3388
C -3.9122 -0.7820 -1.5776
C -5.1532 -0.6475 -0.9607
C -5.4185 0.4235 -0.0993
C -4.4658 1.4162 0.0731
C -3.2135 1.3092 -0.5189
P 1.4260 0.9851 -0.9902
C 1.9701 2.7172 -0.7650
C 1.8706 3.7280 -1.7006
C 2.2769 5.0514 -1.3576
C 2.9595 5.2986 -0.2137
C 3.0539 4.2804 0.7374
C 2.6239 3.0016 0.4707
C 2.7059 0.3308 -2.1031
C 4.0367 0.6464 -1.7487
C 5.0618 0.3119 -2.6059
C 4.8103 -0.3661 -3.8085
C 3.5389 -0.7855 -4.0966
C 2.4871 -0.4135 -3.2741
H -1.4853 1.4278 -7.4124
H -0.1440 2.0454 -6.3612
H -0.9483 3.1361 -7.5796
H -2.1943 4.5048 -4.1490
H -0.5742 4.1453 -4.7760
H -2.0015 2.7096 -2.5092
H -0.5633 3.6984 -2.4560
H 0.7991 1.9407 -3.6717
H -0.7381 1.0937 -4.0287
H 0.1147 -2.8482 -2.6145
H -0.4880 -4.2844 -4.4610
H -2.1050 -3.5787 -6.1713
H -3.2575 -1.3386 -5.9306
H -2.7703 0.0847 -4.0118
H -3.7448 -1.5791 -2.3315
H -5.9435 -1.3616 -1.1238
H -6.3954 0.5017 0.3810
H -4.6546 2.3556 0.6055
H -2.4809 2.0861 -0.4050
H 1.5124 3.5454 -2.7211
H 2.0116 5.8619 -2.0480
H 3.3949 6.2742 -0.0085
H 3.4457 4.5491 1.7042
H 2.8837 2.2138 1.1830
H 4.2628 1.1893 -0.8282
H 6.1108 0.5103 -2.3098
H 5.6238 -0.5916 -4.4419
H 3.3612 -1.3174 -5.0492
H 1.4822 -0.7151 -3.4941
O 5.1873 -1.4102 2.0612
C 4.1307 -0.8846 1.8148
N 3.0963 -0.3193 1.4931
*
```

Löwdin population analysis, charges in e, atoms 1 to 5: 0.772 0.109 -0.216 -0.029 -0.085